{"formula": "C3H9N3", "method": "wB97M-V/def2-TZVPD", "species": ["H", "N", "C", "N", "N", "C", "C", "H", "H", "H", "H", "H", "H", "H", "H"], "xyz": [[1.647, 2.048, -1.883], [1.212, 1.683, -0.924], [0.888, 0.400, -0.852], [0.804, -0.682, -1.815], [0.681, 0.064, 0.498], [-0.467, -0.760, 1.004], [-1.729, 0.126, 1.159], [1.323, -0.542, -2.714], [1.185, -1.554, -1.351], [0.946, 0.829, 1.158], [-0.522, -1.564, 0.132], [-0.094, -1.226, 1.960], [-1.862, 0.656, 0.155], [-2.588, -0.402, 1.587], [-1.425, 0.924, 1.886]], "forces_ev_per_angstrom": [[-1.34, -1.53, 2.36], [0.67, -1.16, -3.42], [1.08, 2.34, 0.75], [1.34, -0.02, 1.12], [-0.48, -0.72, 0.88], [1.25, -0.89, -2.06], [1.46, 0.76, -0.39], [-0.77, 0.27, 1.39], [-0.71, 1.41, -0.81], [-0.39, -0.74, -1.41], [-0.55, 1.25, 2.21], [-0.72, 0.25, -0.98], [-0.43, -0.87, 1.41], [0.04, 0.15, -0.54], [-0.45, -0.51, -0.52]], "relative_energy_kcal_mol": 28.1, "smiles": "[H]/N=C(\\N)NCC", "charge": 0, "homo_lumo_gap_ha": 0.352, "e_homo_ev": -8.63, "e_lumo_ev": 1.0}


{"formula": "C3H9N3O", "method": "wB97M-V/def2-TZVPD", "species": ["C", "C", "C", "N", "N", "O", "N", "H", "H", "H", "H", "H", "H", "H", "H", "H"], "xyz": [[0.900, -1.267, 0.662], [0.033, 1.340, -0.747], [-0.638, 0.013, -0.437], [1.957, -0.506, 1.003], [-1.796, -0.182, -1.157], [-0.894, 0.295, 1.344], [0.081, -1.156, -0.352], [-1.574, -0.348, 1.585], [0.904, -2.226, 1.190], [2.549, -0.776, 1.776], [2.094, 0.397, 0.575], [-2.131, -1.134, -1.137], [-2.060, 0.508, -1.843], [0.611, 1.262, -1.674], [0.675, 1.651, 0.073], [-0.712, 2.130, -0.861]], "forces_ev_per_angstrom": [[0.91, -0.89, -1.36], [-0.19, 0.21, -0.07], [-0.08, 1.18, 1.14], [-0.43, 0.09, 0.10], [0.19, 0.31, 0.57], [-0.23, 0.12, -1.90], [0.29, -0.91, 1.91], [0.00, 0.09, -0.21], [0.17, 0.01, -0.03], [-0.27, 0.17, -0.12], [0.03, -0.12, 0.18], [-0.05, 0.31, -0.54], [-0.29, -0.39, 0.24], [-0.05, -0.06, 0.10], [-0.03, -0.04, -0.02], [0.03, -0.07, 0.01]], "relative_energy_kcal_mol": 59.0, "charge": 0, "homo_lumo_gap_ha": 0.336, "e_homo_ev": -8.25, "e_lumo_ev": 0.9}


{"formula": "C3H9N3O", "method": "wB97M-V/def2-TZVPD", "species": ["C", "C", "N", "O", "C", "N", "N", "H", "H", "H", "H", "H", "H", "H", "H", "H"], "xyz": [[-2.510, 0.076, 0.700], [-1.661, -0.315, -0.529], [-0.282, -0.011, -0.478], [-0.081, 1.344, -0.219], [0.572, -1.017, -0.046], [1.869, -0.897, 0.256], [2.300, 0.520, 0.196], [-1.948, -0.426, 1.599], [-3.566, -0.456, 0.601], [-2.482, 1.151, 0.881], [-1.718, -1.431, -0.743], [-2.120, 0.202, -1.366], [0.871, 1.393, 0.039], [0.197, -2.056, -0.177], [2.941, 0.650, 0.997], [2.867, 0.470, -0.640]], "forces_ev_per_angstrom": [[0.43, -2.84, 1.37], [-1.89, -1.02, -0.43], [0.90, -1.58, 0.59], [-0.38, 0.12, 0.16], [2.71, 1.42, -0.30], [-2.94, -0.05, -0.07], [0.42, -0.90, 0.58], [-1.30, 0.92, -1.25], [2.09, 1.59, 0.31], [-0.51, -0.19, -0.17], [-0.17, 1.40, 0.30], [0.15, 0.00, -0.50], [0.32, -0.24, -0.11], [0.16, 0.99, 0.31], [-0.40, -0.20, -0.74], [0.40, 0.57, -0.04]], "relative_energy_kcal_mol": 96.3, "smiles": "CCN(O)/C=N\\N", "charge": 0, "homo_lumo_gap_ha": 0.335, "e_homo_ev": -8.16, "e_lumo_ev": 1.0}